Molecular formula: C27H16Cl5N6S3SeTl
Method: DFT, wB97M-V/def2-TZVPD

The value obtained for the orbital gap is 3.411 eV. As for the molar mass: 981.3 g/mol. Its HOMO energy is -0.315 eV. As for the charge: -2. For the LUMO energy, the calculation gives 0.1138 Ha. The max |F| is 1.994 eV/A. As for the spin multiplicity: 1.

Last column: natural (NBO) charge in e.
Cartesian coordinates (Å):
1 Tl 0.67044 -0.44609 -0.45322  0.5235
2 Se -5.24646 -0.32469 5.42948  0.8362
3 N -3.46256 -0.47179 5.47298  -0.6515
4 C -3.02266 -0.51379 4.21748  0.2050
5 C -1.64516 -0.66009 3.86188  -0.0754
6 C -0.62116 -0.72919 4.81088  -0.1398
7 C 0.67144 -0.92519 4.38658  -0.2624
8 C 0.91664 -1.02529 3.01608  0.1000
9 N -0.02106 -0.92479 2.10488  -0.4061
10 C -1.29046 -0.74859 2.49128  0.1633
11 C -2.29826 -0.65279 1.47048  0.2637
12 N -1.90426 -0.71059 0.19218  -0.4306
13 C -2.80046 -0.65829 -0.76412  0.1056
14 C -4.17366 -0.55859 -0.51592  -0.2558
15 C -4.60546 -0.47639 0.78798  -0.1267
16 C -3.66476 -0.51579 1.82308  -0.1483
17 C -4.02756 -0.44269 3.20398  0.1183
18 N -5.28136 -0.34169 3.63668  -0.6245
19 H -0.87456 -0.62889 5.85528  0.2205
20 H 1.49134 -0.99099 5.08648  0.2150
21 H 1.92214 -1.17709 2.64788  0.2165
22 H -2.41266 -0.68039 -1.77612  0.2559
23 H -4.86956 -0.53329 -1.34122  0.2137
24 H -5.65326 -0.38479 1.04098  0.2183
25 Cl 4.10064 -0.16349 -0.11222  -0.0102
26 C 3.55784 0.95071 1.10388  -0.1148
27 C 2.18414 1.12371 1.23958  -0.3428
28 C 1.82694 1.99051 2.27178  0.0008
29 Cl 0.14514 2.24231 2.59148  -0.0138
30 C 2.74584 2.66691 3.06618  -0.1382
31 Cl 2.24364 3.74421 4.32308  -0.0098
32 C 4.10624 2.47931 2.85418  -0.1110
33 Cl 5.27014 3.32421 3.81028  -0.0028
34 C 4.52044 1.59091 1.87128  -0.0995
35 Cl 6.21664 1.31721 1.63578  -0.0123
36 S -0.71046 2.10851 -0.98322  -0.4913
37 C -0.23626 2.51711 -2.59872  -0.2013
38 C -0.02036 3.87321 -2.87062  -0.1846
39 C 0.40314 4.31171 -4.10462  -0.2909
40 C 0.61674 3.39011 -5.12382  -0.2762
41 C 0.36814 2.05551 -4.89532  -0.2319
42 C -0.07546 1.58711 -3.65462  -0.1994
43 S -0.45126 -0.08409 -3.51482  -0.5572
44 H -0.18156 4.57611 -2.06512  0.1944
45 H 0.56654 5.36851 -4.28012  0.1770
46 H 0.95864 3.72361 -6.09682  0.1758
47 H 0.50084 1.33011 -5.68652  0.1940
48 S 0.48014 -4.25579 -0.19662  -0.2833
49 C 0.83664 -3.79109 -1.73672  0.3034
50 N -0.04846 -3.68999 -2.74942  -0.5955
51 C 0.58464 -3.23809 -3.97342  -0.2518
52 C 2.06184 -3.07829 -3.56932  -0.2264
53 N 2.09314 -3.63829 -2.23032  -0.6062
54 H -1.00676 -3.45329 -2.55112  0.4209
55 H 0.15804 -2.28979 -4.31412  0.2703
56 H 0.45644 -4.00219 -4.75142  0.1636
57 H 2.36074 -2.02379 -3.57282  0.2245
58 H 2.73454 -3.64219 -4.22602  0.1752
59 H 2.83594 -3.39919 -1.59552  0.4168

Cartesian forces (eV/Å) of the 3 atoms listed first:
0.470 0.281 -0.907
0.637 -0.036 -0.682
0.452 -0.009 -0.653

=====

Molecular formula: CH28MnO13
Method: DFT, wB97M-V/def2-TZVPD

The value obtained for the orbital gap (spin up / spin down) is 6.318 / 6.130 eV. As for the molar mass: 303.2 g/mol. Its HOMO energy (spin up / spin down) is -15.829 / -15.829 eV. As for the charge: +2. For the LUMO energy (spin up / spin down), the calculation gives -0.3495 / -0.3564 Ha. The max |F| is 2.953 eV/A. As for the spin multiplicity: 6.

Last column: Löwdin spin population.
Cartesian coordinates (Å):
1 O 1.73845 -18.20444 1.28232  0.0025
2 H 2.23206 -18.36047 2.12696  0.0055
3 H 2.31820 -17.81713 0.58268  0.0000
4 H 1.39680 -19.09348 1.00594  0.0000
5 Mn 3.71078 -17.81370 4.95166  4.7907
6 C 1.38971 -15.60004 4.05489  0.0154
7 O 2.23180 -16.41212 4.86457  0.1032
8 H 1.53703 -15.73181 2.97490  0.0011
9 H 0.35749 -15.90325 4.22293  0.0022
10 H 1.60122 -14.54745 4.25420  0.0008
11 O 0.61536 -12.18080 5.54146  0.0000
12 H 1.27611 -12.24414 4.84263  0.0000
13 H 0.74764 -11.30331 5.91851  0.0000
14 O 4.86287 -16.79842 6.27577  0.0643
15 H 4.45296 -15.94129 6.60103  0.0027
16 H 5.64953 -16.92289 6.83075  0.0056
17 O -0.84139 -13.77621 2.38881  0.0001
18 H 0.02624 -13.71081 2.80612  0.0000
19 H -0.65071 -13.92010 1.45321  0.0000
20 O 4.12349 -14.78196 1.42296  0.0004
21 H 3.29203 -14.55803 1.85723  0.0000
22 H 4.33768 -14.00065 0.89754  0.0000
23 O 3.51662 -14.57824 7.06109  0.0000
24 H 2.88156 -14.86433 6.38420  -0.0002
25 H 3.54830 -13.61650 6.97744  0.0000
26 O 0.84191 -16.28248 7.50831  0.0002
27 H 1.22769 -16.38263 6.63047  -0.0002
28 H 0.14510 -15.62475 7.39680  0.0000
29 O -1.63624 -16.85831 2.70003  0.0003
30 H -1.52735 -16.88545 3.66269  0.0000
31 H -1.61113 -15.91869 2.48547  0.0000
32 O -2.01938 -17.32457 5.69923  0.0001
33 H -2.81331 -17.71627 6.08279  0.0000
34 H -2.16429 -16.36673 5.74882  0.0000
35 O 2.13753 -11.95699 3.00339  0.0001
36 H 2.95282 -11.96859 2.48839  0.0000
37 H 1.43493 -12.06698 2.35004  0.0000
38 O -2.43326 -14.58711 4.68016  0.0001
39 H -1.93158 -14.08389 4.02120  0.0000
40 H -3.35702 -14.39942 4.47651  0.0000
41 O 0.07941 -18.91023 4.81413  0.0030
42 H -0.73787 -18.41176 5.00487  0.0001
43 H 0.77683 -18.33916 5.13708  0.0018

Cartesian forces (eV/Å) of the 3 atoms listed first:
0.350 -0.768 0.282
-0.511 0.455 -0.529
-0.114 -0.054 0.133

=====

Molecular formula: C28H68FO11PSSi
Method: DFT, wB97M-V/def2-TZVPD

The value obtained for the orbital gap is 10.218 eV. As for the molar mass: 691.0 g/mol. Its HOMO energy is -9.808 eV. For the LUMO energy, the calculation gives 0.0151 Ha. The max |F| is 6.119 eV/A. As for the spin multiplicity: 1.

Last column: Löwdin charge in e.
Cartesian coordinates (Å):
1 C -0.36961 -1.41821 3.67841  -0.0817
2 C -0.35643 0.22309 3.99957  -0.2787
3 O -0.57044 0.93252 2.72534  -0.3395
4 P -0.62001 2.67611 2.99045  0.7826
5 O -0.93621 2.97683 4.50919  -0.3411
6 C -2.02554 3.36544 1.90066  -0.2182
7 C -3.53015 3.25371 2.53750  -0.1508
8 C -3.91422 1.80293 3.19503  -0.3241
9 O -4.75521 2.13468 4.39418  -0.3648
10 S -5.12144 0.74162 5.29854  1.0561
11 O -4.93896 1.14683 6.80755  -0.4335
12 O -6.78193 0.45875 5.03755  -0.2960
13 C -7.08093 0.08769 3.64672  -0.2652
14 F -6.81117 -1.37983 3.40817  -0.0887
15 C -6.43101 1.06667 2.50419  -0.1066
16 C -4.80025 0.80589 2.25057  -0.3061
17 Si -4.30455 0.74343 0.39306  0.5334
18 C -2.45267 0.12921 0.16407  -0.1999
19 C -4.72328 2.31688 -0.63005  -0.2216
20 C -5.38432 -0.69909 -0.39212  -0.2284
21 O 0.88210 3.34816 2.40471  -0.2741
22 C 1.92340 2.31873 2.24664  -0.2656
23 C 1.92544 1.61047 0.73270  -0.0784
24 H -0.89900 -1.65453 2.64640  0.0689
25 H -0.94463 -2.01638 4.52442  0.0899
26 H 0.75292 -1.78142 3.60852  0.0715
27 H -1.23377 0.39644 4.78875  0.1233
28 H 0.64312 0.53782 4.54157  0.1239
29 H -2.03043 2.94662 0.78269  0.0762
30 H -1.80665 4.53252 1.77405  0.1252
31 H -4.39600 3.62498 1.80513  0.1238
32 H -3.55998 4.03667 3.43914  0.1418
33 H -3.01222 1.18530 3.61151  0.1218
34 H -8.26499 0.18821 3.52901  0.1779
35 H -6.94093 0.75112 1.47172  0.1155
36 H -6.69214 2.20384 2.64619  0.1451
37 H -4.61405 -0.29925 2.66418  0.1261
38 H -2.06554 -0.49550 1.07615  0.0268
39 H -1.71931 0.99241 -0.12906  0.0259
40 H -2.47586 -0.60776 -0.77373  0.0521
41 H -3.72263 2.96693 -0.66944  0.0420
42 H -4.93458 1.99650 -1.74027  0.0581
43 H -5.53863 3.01874 -0.16318  0.0498
44 H -4.76885 -1.11138 -1.30155  0.0507
45 H -5.63463 -1.51621 0.42118  0.0586
46 H -6.39581 -0.18258 -0.75915  0.0568
47 H 2.96930 2.89004 2.30587  0.1344
48 H 1.95206 1.51234 3.09477  0.1073
49 H 2.71907 0.72386 0.78064  0.0888
50 H 0.87912 1.15544 0.44370  0.0679
51 H 2.25869 2.38411 -0.10256  0.0783
52 C 5.36792 5.11343 -1.04383  -0.0664
53 C 4.80541 3.70107 -1.02430  -0.5102
54 C 5.91332 2.66476 -0.92337  -0.0584
55 O 4.05455 3.47524 -2.21456  -0.0647
56 H 6.02313 5.26243 -1.90947  0.0803
57 H 4.56009 5.84810 -1.12922  0.0801
58 H 5.93817 5.32382 -0.13378  0.0803
59 H 4.11910 3.58984 -0.17786  0.1139
60 H 6.58780 2.72690 -1.78469  0.0822
61 H 5.49457 1.65262 -0.92283  0.0598
62 H 6.49992 2.80164 -0.00969  0.0839
63 H 4.65606 3.57199 -2.97151  0.0906
64 C 6.33196 -2.48798 -2.67370  -0.0592
65 C 6.89839 -1.47285 -1.69379  -0.4891
66 C 7.75106 -2.14572 -0.62995  -0.0605
67 O 5.82680 -0.77265 -1.06695  -0.0744
68 H 5.68849 -3.21142 -2.16044  0.0673
69 H 5.71046 -1.99093 -3.42624  0.0675
70 H 7.13206 -3.03276 -3.18429  0.0853
71 H 7.49994 -0.73463 -2.23511  0.1366
72 H 7.15796 -2.85693 -0.04424  0.0751
73 H 8.14192 -1.40451 0.07548  0.0805
74 H 8.59378 -2.68020 -1.07919  0.0798
75 H 5.28724 -1.42042 -0.58383  0.0537
76 C 6.79800 0.44792 -7.58973  -0.0675
77 C 6.19599 -0.79041 -6.94498  -0.5016
78 C 4.68613 -0.66865 -6.81435  -0.0660
79 O 6.76837 -0.97580 -5.65289  -0.0702
80 H 6.60167 1.33988 -6.98416  0.0802
81 H 7.88634 0.35143 -7.66599  0.0802
82 H 6.38942 0.60932 -8.59205  0.0800
83 H 6.44367 -1.67412 -7.54296  0.1400
84 H 4.41493 0.18361 -6.18131  0.0813
85 H 4.26792 -1.56167 -6.33748  0.0800
86 H 4.21416 -0.54080 -7.79341  0.0797
87 H 6.55345 -0.19571 -5.11492  0.0905
88 C -8.85706 -3.41284 0.99236  -0.0596
89 C -8.82068 -2.28560 -0.02723  -0.4967
90 C -9.93660 -2.42742 -1.05007  -0.0646
91 O -7.56244 -2.29475 -0.69674  -0.1101
92 H -8.72169 -4.38556 0.50621  0.0826
93 H -8.04091 -3.30466 1.71472  0.0714
94 H -9.80692 -3.42309 1.53576  0.0825
95 H -8.91186 -1.32210 0.48583  0.1348
96 H -9.83950 -3.36510 -1.60861  0.0816
97 H -9.89057 -1.61627 -1.78470  0.0806
98 H -10.91887 -2.40805 -0.56797  0.0808
99 H -7.47284 -3.14678 -1.15517  0.1029
100 C 2.88907 -4.10308 1.93848  -0.0598
101 C 2.92544 -2.97584 0.91889  -0.4921
102 C 1.80952 -3.11766 -0.10394  -0.0541
103 O 4.18368 -2.98499 0.24938  -0.0752
104 H 3.02444 -5.07580 1.45233  0.0840
105 H 3.70522 -3.99490 2.66084  0.0838
106 H 1.93920 -4.11333 2.48188  0.0758
107 H 2.83427 -2.01234 1.43195  0.1315
108 H 1.90662 -4.05534 -0.66249  0.0838
109 H 1.85556 -2.30651 -0.83858  0.0834
110 H 0.82725 -3.09829 0.37816  0.0771
111 H 4.27328 -3.83702 -0.20905  0.0974

Cartesian forces (eV/Å) of the 3 atoms listed first:
0.425 0.338 -0.220
-0.609 -1.913 1.499
0.341 2.827 1.633

=====

Molecular formula: C4H10NO
Method: DFT, wB97M-V/def2-TZVPD

The value obtained for the orbital gap is 9.638 eV. As for the molar mass: 88.1 g/mol. Its HOMO energy is -15.210 eV. For the energy above the lowest of the compared OMol25 structures with the same formula, charge and spin, the calculation gives 503.1 kJ/mol. As for the charge: +1. For the LUMO energy, the calculation gives -0.2047 Ha. The max |F| is 6.711 eV/A. As for the spin multiplicity: 1.

Last column: natural (NBO) charge in e.
Cartesian coordinates (Å):
1 C -0.19875 0.03794 1.02742  -0.0749
2 C 0.50779 -0.13406 -0.23227  0.5250
3 C -1.68620 0.17216 1.04291  -0.6190
4 C 1.52539 -1.07215 -0.79439  -0.7166
5 N 0.56918 1.19576 0.33288  -0.6395
6 O -0.94089 0.59998 -1.67255  -0.8512
7 H 0.34184 -0.45438 1.89827  0.2800
8 H -1.84032 0.81028 1.98524  0.2470
9 H -2.00302 -0.89847 1.19479  0.2581
10 H -2.03942 0.50730 0.14544  0.2707
11 H 2.04263 -1.53728 0.11664  0.2784
12 H 2.26928 -0.56733 -1.47657  0.2751
13 H 0.96622 -1.81639 -1.47322  0.3029
14 H -0.08595 1.55574 -0.39445  0.5250
15 H 1.49599 1.52690 0.70212  0.4703
16 H -0.92377 0.07400 -2.40226  0.4685

Cartesian forces (eV/Å) of the 3 atoms listed first:
0.803 -0.884 -0.734
-1.625 -0.645 -2.265
1.355 -1.359 4.716

=====

Molecular formula: C2H5N3OS
Method: DFT, wB97M-V/def2-TZVPD

The value obtained for the orbital gap is 8.351 eV. As for the molar mass: 119.1 g/mol. Its HOMO energy is -9.010 eV. For the energy above the lowest of the compared OMol25 structures with the same formula, charge and spin, the calculation gives 700.0 kJ/mol. For the LUMO energy, the calculation gives -0.0242 Ha. The max |F| is 6.633 eV/A. As for the spin multiplicity: 1.

Last column: natural (NBO) charge in e.
Cartesian coordinates (Å):
1 C -0.61233 -0.57347 -0.30149  0.2307
2 C 1.69671 -0.74012 0.01495  0.2062
3 H -3.36174 1.29845 0.85141  0.1896
4 H -0.80213 -1.62279 -0.54094  0.1909
5 H -0.33063 1.56843 0.35763  0.5196
6 H 1.74187 -1.86079 -0.20303  0.2102
7 H 2.67534 0.83479 -0.03052  0.3322
8 N -1.67015 0.20563 -0.17090  -0.6538
9 N 0.62496 -0.00987 0.14009  -0.1905
10 N 2.88476 -0.25970 0.15215  -0.6404
11 O 0.58482 1.36996 -0.29471  -0.5370
12 S -3.43147 -0.21052 0.02535  0.1423

Cartesian forces (eV/Å) of the 3 atoms listed first:
-4.312 1.262 1.395
6.200 -2.352 -0.159
-0.930 -3.718 -1.891